Density functional theory data (ωB97M-V/def2-TZVPD) for 4 unconnected molecules or ions with the total composition C25H41NO12S4.

Calculated values
2S+1 ... 1
Structure (SMILES) ... CCO[C@]1(CCC(=O)Nc2ccccc2)COS(=O)(=O)O1.O=S1(=O)CCCC1.O=S1(=O)CCCC1.O=S1(=O)CCCC1
E_HOMO ... -8.90 eV
HOMO-LUMO gap ... 9.25 eV

Each line ends with the Mulliken charge.
Atoms and positions in Å:
C: -1.9005 1.2934 -2.4451  -1.280
C: -0.9939 0.2401 -3.1426  0.334
O: 0.4086 0.3398 -2.8278  -0.526
C: 0.8095 -0.4894 -1.7861  1.341
C: 0.6599 -2.0365 -1.9427  -1.089
C: 0.1993 -2.7963 -0.6764  -0.820
C: -1.2965 -2.6652 -0.3846  0.422
O: -1.9194 -1.6437 -0.5173  -0.470
N: -2.0112 -3.8599 0.1126  -0.363
C: -3.4012 -3.7510 -0.2894  0.555
C: -4.4081 -3.5510 0.6670  -0.499
C: -5.7457 -3.4194 0.2345  -0.686
C: -6.0293 -3.4897 -1.1335  -0.343
C: -5.0317 -3.7173 -2.1007  -0.751
C: -3.7117 -3.8550 -1.6619  0.077
C: 0.4814 0.1882 -0.4150  -0.227
O: 1.7037 0.6017 0.2786  -0.411
S: 2.9577 -0.1531 -0.4029  1.204
O: 3.0849 -1.4272 0.2516  -0.504
O: 4.1378 0.6386 -0.3906  -0.637
O: 2.2770 -0.3212 -1.8482  -0.509
H: -2.1649 0.9897 -1.4147  0.308
H: -1.5034 2.3183 -2.5204  0.287
H: -2.8823 1.3013 -3.0014  0.413
H: -1.4470 -0.7503 -2.9658  -0.123
H: -1.0698 0.4158 -4.2461  0.182
H: -0.0262 -2.2666 -2.7809  0.538
H: 1.6404 -2.4446 -2.2342  0.389
H: 0.3921 -3.8716 -0.8629  0.442
H: 0.7830 -2.5558 0.2328  0.294
H: -2.0192 -3.7949 1.1334  0.359
H: -4.2029 -3.4842 1.7410  0.271
H: -6.5507 -3.2714 0.9613  0.363
H: -7.0564 -3.3661 -1.4994  0.332
H: -5.2445 -3.7704 -3.1729  0.366
H: -2.8619 -4.0359 -2.3336  0.444
H: -0.0479 -0.3895 0.3567  0.107
H: -0.0696 1.1420 -0.4607  0.223
O: 3.0061 -2.5954 5.5071  -0.675
S: 4.3789 -2.4690 5.0766  1.190
O: 5.3754 -3.4562 5.4123  -0.692
C: 4.3966 -2.1962 3.3099  -0.819
C: 4.3023 -0.6835 3.1621  -0.315
C: 5.2455 -0.1003 4.2207  -0.755
C: 4.9756 -0.8395 5.5341  -0.563
H: 3.5682 -2.7268 2.8458  0.394
H: 5.3451 -2.5711 2.9251  0.395
H: 4.5735 -0.3641 2.1578  0.218
H: 3.2774 -0.3523 3.3574  0.267
H: 6.2813 -0.2621 3.9128  0.411
H: 5.1040 0.9733 4.3399  0.254
H: 5.8769 -0.9430 6.1339  0.433
H: 4.1980 -0.3476 6.1173  0.220
O: -2.0885 0.2120 -6.0844  -0.714
S: -2.9396 1.3742 -6.0195  1.337
O: -3.3454 1.9478 -4.7638  -0.724
C: -2.2264 2.6572 -7.0406  -0.775
C: -2.8122 2.4085 -8.4262  -0.594
C: -4.2937 2.0931 -8.2024  -0.580
C: -4.3794 1.0840 -7.0524  -0.743
H: -1.1407 2.5879 -7.0140  0.404
H: -2.5522 3.6179 -6.6411  0.395
H: -2.6758 3.2709 -9.0780  0.350
H: -2.3188 1.5517 -8.8917  0.300
H: -4.8230 3.0088 -7.9284  0.301
H: -4.7639 1.7015 -9.1041  0.316
H: -5.2797 1.2250 -6.4580  0.347
H: -4.3300 0.0580 -7.4145  0.385
O: 4.5677 2.6140 6.2524  -0.607
S: 3.7185 3.6398 5.6963  1.176
O: 4.2465 4.7376 4.9284  -0.708
C: 2.4160 2.8497 4.7596  0.003
C: 1.3106 2.6071 5.7819  -0.664
C: 1.2315 3.8873 6.6224  -0.666
C: 2.6650 4.2781 7.0012  -0.652
H: 2.7910 1.9344 4.3049  -0.235
H: 2.0926 3.5479 3.9873  0.342
H: 0.3611 2.3815 5.2973  0.399
H: 1.5725 1.7608 6.4222  0.284
H: 0.7774 4.6843 6.0287  0.302
H: 0.6149 3.7496 7.5104  0.345
H: 2.7872 5.3572 7.0639  0.340
H: 2.9726 3.8145 7.9375  0.365



Density functional theory data (ωB97M-V/def2-TZVPD) for a molecular structure, C25H42AlCl2CsF5N6O8Si.

Calculated values
Total charge ... +1
2S+1 ... 1
E_HOMO ... -10.28 eV
HOMO-LUMO gap ... 1.17 eV

Each line ends with the Mulliken charge.
Atoms and positions in Å:
C: 4.3478 1.3408 3.3383  -1.107
Si: 3.5039 1.4020 1.6212  -0.163
C: 4.8915 1.5550 0.3138  -0.182
C: 2.3815 2.9520 1.4579  -0.163
C: 1.1128 2.8145 2.4223  -1.437
C: -0.1416 3.5930 1.9221  1.631
F: -0.6437 4.3729 2.9913  -0.311
F: 0.1145 4.4977 0.9032  -0.333
C: -1.3152 2.6884 1.4606  -0.648
N: -1.8514 1.5575 2.0153  0.018
C: -2.9250 1.2866 1.0753  0.209
N: -3.7073 0.2329 1.3215  0.403
F: -3.5079 -0.5756 2.3841  -0.108
C: -4.8619 -0.1378 0.4565  -0.518
C: -6.1759 0.1712 1.3171  0.040
F: -6.7220 -0.9954 1.8566  -0.266
N: -2.9894 2.1760 0.0303  -0.225
N: -1.9696 3.0331 0.3082  0.119
C: 2.4441 -0.1671 1.3789  0.301
C: 1.1204 -0.1250 0.7467  0.861
C: 0.3058 -1.3305 0.5462  -1.004
C: 0.8697 -2.5867 1.0421  -0.812
C: 2.1952 -2.6356 1.6741  -0.639
C: 3.0146 -1.4397 1.8353  -0.482
H: 3.6544 0.7824 4.0188  0.342
H: 4.6178 2.3574 3.7239  0.389
H: 5.3023 0.7493 3.2314  0.349
H: 4.5614 1.1901 -0.6849  -0.635
H: 5.2072 2.6367 0.2527  0.532
H: 5.8171 0.9340 0.6681  0.395
H: 2.1005 3.1390 0.3908  0.122
H: 2.9688 3.8514 1.8048  0.486
H: 0.9183 1.7481 2.6950  0.458
H: 1.4286 3.3252 3.3775  0.403
H: -4.8150 -1.2072 0.1392  0.298
H: -4.9340 0.5498 -0.4290  0.320
H: -5.8653 0.8014 2.2001  -0.061
H: -6.9186 0.7888 0.7511  0.329
H: -3.6371 2.1797 -0.7539  0.201
H: -1.7946 3.8228 -0.3117  0.318
H: 0.7175 0.8602 0.4052  0.180
H: -0.6947 -1.2965 0.0567  0.507
H: 0.3020 -3.5397 0.9522  0.483
H: 2.6349 -3.5915 2.0491  0.392
H: 4.0314 -1.4495 2.2800  0.399
C: 0.0819 1.6544 -2.8376  0.138
C: 0.1517 0.7293 -3.8780  -0.694
C: 1.1892 0.7922 -4.8005  -0.439
C: 2.1639 1.7750 -4.6782  -0.563
C: 2.0958 2.7006 -3.6331  -0.807
C: 1.0511 2.6414 -2.7154  -0.029
H: -0.7309 1.6033 -2.1217  0.254
H: -0.6048 -0.0412 -3.9686  0.438
H: 1.2429 0.0781 -5.6132  0.422
H: 2.9791 1.8199 -5.3993  0.542
H: 2.8599 3.4711 -3.5354  0.596
H: 0.9958 3.3625 -1.9077  0.388
F: 6.7391 -0.0961 0.1429  -0.611
Al: 4.4114 1.5288 -3.3445  0.700
O: 3.5607 -0.8850 -6.0875  -0.788
H: 2.9496 -1.6204 -6.1690  0.140
O: -2.2456 -0.5169 5.3258  -0.640
H: -2.1490 -0.2915 4.3929  0.305
H: -2.0253 -1.4552 5.3628  0.327
C: -5.0811 2.8681 4.8002  0.608
O: -5.4328 3.6362 3.9153  -0.660
N: -5.2277 3.1505 6.1197  -0.391
N: -4.5112 1.6621 4.5297  -0.285
H: -4.9451 2.5325 6.8577  0.168
H: -5.6456 4.0337 6.3558  0.245
H: -4.3831 1.4227 3.5685  0.112
H: -4.2138 1.0110 5.2366  0.224
Cl: 1.1887 5.3564 4.0707  -0.132
O: -4.1264 -5.0656 -0.6084  -0.613
Cl: -5.3701 -4.5607 -0.0714  1.678
O: -6.4730 -5.1003 -0.8209  -0.585
O: -5.3804 -3.1154 -0.1686  -0.725
O: -5.4882 -4.9489 1.3118  -0.602
C: 2.3358 -5.6955 -3.7316  -1.179
C: 2.0905 -4.7980 -4.9349  0.197
C: 3.1337 -5.0227 -6.0176  -1.084
O: 2.1236 -3.4300 -4.5197  -0.393
H: 3.3133 -5.4871 -3.2797  0.287
H: 1.5857 -5.5154 -2.9579  0.298
H: 2.3003 -6.7483 -4.0136  0.390
H: 1.0955 -4.9902 -5.3392  0.301
H: 4.1383 -4.7913 -5.6465  0.283
H: 2.9518 -4.3637 -6.8687  0.319
H: 3.1220 -6.0558 -6.3675  0.406
H: 3.0020 -3.2529 -4.1622  0.100
Cs: 4.0869 -2.2940 -3.0283  0.965



Density functional theory data (ωB97M-V/def2-TZVPD) for 5 unconnected molecules or ions with the total composition C25H42Cl2O14S4.

Calculated values
2S+1 ... 1
Structure (SMILES) ... C[C@@H](Cl)[C@@H](Cl)C1=CC(=O)c2ccccc2C1=O.CCOS(C)(=O)=O.CCOS(C)(=O)=O.CCOS(C)(=O)=O.CCOS(C)(=O)=O
E_HOMO ... -9.02 eV
HOMO-LUMO gap ... 7.36 eV

Each line ends with the Mulliken charge.
Atoms and positions in Å:
C: -9.1874 1.1776 9.4866  -0.940
C: -9.4368 2.0316 8.0703  -0.058
Cl: -8.6498 3.7145 8.0878  -0.161
C: -9.0866 1.1250 6.7474  -0.028
Cl: -10.3339 1.5471 5.4434  -0.151
C: -7.5220 1.1843 6.2612  0.399
C: -6.4321 0.9259 7.2858  -0.254
C: -4.8082 0.9209 6.8854  0.095
O: -3.8387 1.3512 7.7157  -0.521
C: -4.4841 0.2935 5.3692  0.309
C: -3.1341 -0.5539 4.9840  -0.447
C: -3.0445 -1.1302 3.4187  -0.401
C: -4.2270 -0.8954 2.2969  -0.300
C: -5.5665 -0.0067 2.6911  -0.497
C: -5.6813 0.5746 4.2356  0.251
C: -7.0193 1.4658 4.6971  0.195
O: -7.5817 2.3485 3.8663  -0.499
H: -10.1848 0.8958 10.0299  0.275
H: -8.4230 1.7396 10.1732  0.291
H: -8.6597 0.1591 9.1663  0.246
H: -10.6152 2.2204 8.0446  0.412
H: -9.2967 -0.0094 7.0542  0.324
H: -6.6570 0.6788 8.4219  0.092
H: -2.2771 -0.7431 5.7724  0.330
H: -2.1062 -1.7592 3.1021  0.314
H: -4.1903 -1.3233 1.1946  0.412
H: -6.4679 0.2129 1.9701  0.315
C: -2.1839 -2.4757 -4.1286  -1.082
C: -1.2016 -1.3435 -3.8928  -0.255
O: -1.7835 -0.2978 -3.1272  -0.305
S: -1.9994 -0.5287 -1.5263  1.255
C: -2.4065 1.1459 -1.1059  -0.941
O: -0.7276 -0.8627 -0.9241  -0.616
O: -3.1800 -1.3439 -1.3274  -0.625
H: -2.4385 -2.9792 -3.1910  0.285
H: -1.7614 -3.2228 -4.8056  0.389
H: -3.1180 -2.0951 -4.5546  0.289
H: -0.2845 -1.7063 -3.4172  0.348
H: -0.9156 -0.9130 -4.8589  0.268
H: -1.5370 1.7798 -1.2852  0.327
H: -2.6759 1.1690 -0.0473  0.379
H: -3.2558 1.4668 -1.7114  0.321
C: 3.4580 -5.9391 -3.5157  -1.087
C: 3.3513 -4.6570 -2.7113  -0.249
O: 3.9764 -3.5688 -3.3772  -0.247
S: 3.2221 -2.9011 -4.6609  1.059
C: 4.2603 -1.4714 -4.8188  -0.724
O: 1.9003 -2.4732 -4.2588  -0.484
O: 3.4361 -3.7447 -5.8187  -0.611
H: 2.8878 -5.8695 -4.4470  0.305
H: 3.0690 -6.7883 -2.9479  0.389
H: 4.4993 -6.1389 -3.7889  0.270
H: 2.3080 -4.4199 -2.4789  0.289
H: 3.8721 -4.7910 -1.7568  0.282
H: 4.1377 -0.8427 -3.9359  -0.051
H: 3.9470 -0.9277 -5.7132  0.425
H: 5.2966 -1.7962 -4.9267  0.419
C: 4.0955 4.3917 -7.4534  -0.978
C: 5.3802 3.7652 -6.9442  -0.288
O: 5.5065 3.9032 -5.5360  -0.282
S: 4.5891 2.9579 -4.5730  1.154
C: 5.4053 3.3292 -3.0423  -0.920
O: 4.8333 1.5715 -4.9052  -0.573
O: 3.2508 3.5088 -4.5163  -0.635
H: 3.2189 3.8530 -7.0810  0.290
H: 4.0600 4.3737 -8.5459  0.392
H: 4.0077 5.4277 -7.1101  0.258
H: 5.4519 2.7126 -7.2373  0.279
H: 6.2329 4.2845 -7.3954  0.271
H: 6.4281 2.9521 -3.0832  0.320
H: 4.8540 2.8327 -2.2403  0.284
H: 5.3927 4.4093 -2.8871  0.408
C: 5.6036 -0.2006 3.4996  -0.993
C: 6.4558 -0.7352 2.3638  -0.320
O: 5.6886 -0.9379 1.1855  -0.232
S: 5.2340 0.3655 0.3154  1.162
C: 4.6517 -0.5059 -1.1159  -0.955
O: 6.4120 1.1216 -0.0486  -0.645
O: 4.0949 0.9841 0.9618  -0.625
H: 5.2362 0.8060 3.2776  0.306
H: 6.1793 -0.1495 4.4275  0.391
H: 4.7266 -0.8367 3.6579  0.252
H: 7.3069 -0.0766 2.1622  0.311
H: 6.8637 -1.7101 2.6529  0.264
H: 5.4936 -1.0082 -1.5943  0.392
H: 4.2145 0.2266 -1.7985  0.284
H: 3.8911 -1.2252 -0.8076  0.400



Density functional theory data (ωB97M-V/def2-TZVPD) for a molecular structure, C25H42Cl2O2P2Y.

Calculated values
Energy above the lowest of the compared OMol25 structures with the same formula, charge and spin ... 206.5 kJ/mol
Total charge ... +1
2S+1 ... 1
E_HOMO (spin up / spin down) ... -9.58 / -9.58 eV
HOMO-LUMO gap (spin up / spin down) ... 4.37 / 4.43 eV

Each line ends with the Mulliken charge.
Atoms and positions in Å:
Y: 0.5654 0.1049 -0.9693  0.014
C: -1.7019 -0.0215 3.2991  0.452
C: -2.6484 -0.3782 2.3049  0.419
C: -1.7097 -2.3028 3.1082  0.737
C: -1.1054 -1.2163 3.7743  0.917
C: -2.6478 -1.7928 2.1862  0.574
C: -1.4215 1.3644 3.7821  -1.235
H: -1.5232 2.0829 2.9557  0.061
H: -0.3935 1.4398 4.1770  0.378
H: -2.1476 1.6379 4.5781  0.368
C: -0.0262 -1.3211 4.7917  -1.367
H: 0.3567 -0.3373 5.0623  0.377
H: 0.8194 -1.9086 4.4000  0.243
H: -0.3945 -1.8190 5.7044  0.345
C: -1.3570 -3.7349 3.2877  -1.290
H: -1.5062 -4.0515 4.3336  0.357
H: -0.2968 -3.8778 3.0263  0.243
H: -1.9501 -4.3639 2.6230  0.413
C: -3.4795 -2.5895 1.2386  -1.547
H: -4.4808 -2.7955 1.6674  0.314
H: -2.9763 -3.5446 1.0158  0.423
H: -3.6083 -2.0345 0.2941  0.288
C: -3.4943 0.5565 1.5224  -1.329
H: -4.4730 0.7146 2.0203  0.321
H: -3.6797 0.1541 0.5179  0.335
H: -3.0013 1.5319 1.4072  0.309
C: 2.3798 1.8026 -2.3362  -0.787
C: 1.7195 2.9758 -1.9477  -0.159
C: 0.5983 3.6234 -2.7275  -0.726
C: -0.2719 2.4832 -3.3288  -1.516
C: -0.3508 1.2237 -2.5297  0.040
C: 0.0894 -0.0051 -3.2705  -0.435
C: 1.5719 -0.1070 -3.7593  -0.669
C: 2.4319 1.1384 -3.7054  -1.067
H: 0.9484 4.2239 -3.5990  0.378
H: 0.1633 2.2227 -4.3137  0.370
H: -0.0375 4.2448 -2.0620  0.279
H: 2.2795 1.7516 -4.6241  0.428
H: 3.2064 1.4530 -1.7061  0.510
H: 2.1276 3.5628 -1.1222  0.597
H: 3.4403 0.7350 -3.8230  0.458
H: 1.9918 -0.9328 -3.1521  0.482
H: -0.5938 -0.0743 -4.1492  0.799
H: 1.5220 -0.4750 -4.7786  0.282
H: -1.3258 2.7508 -3.4455  0.513
H: -1.3094 1.0451 -1.9712  0.587
P: 1.3576 2.4669 1.9680  0.032
C: 3.0932 3.1927 1.7689  -1.103
C: 0.0992 3.3359 0.7958  -0.877
P: -0.6423 -1.9439 -2.7063  0.790
C: 1.6530 1.2227 0.7184  2.169
C: -2.3102 -2.0608 -3.3914  -1.288
C: 0.2803 -3.3446 -3.4544  -1.273
H: 3.7815 2.3646 2.0221  0.254
H: 3.1323 3.9240 2.6098  0.427
H: 3.3312 3.6768 0.8186  0.299
H: -0.0084 2.9627 -0.2551  0.037
H: 0.3233 4.4167 0.7670  0.354
H: -0.8875 3.1696 1.2754  0.389
H: 0.7207 -3.1328 -4.4491  0.374
H: -0.3550 -4.2644 -3.5553  0.418
H: 1.1014 -3.5827 -2.7493  0.297
H: 2.6913 0.8424 0.8497  0.047
H: 1.8069 1.8139 -0.1689  -2.139
H: -2.8272 -2.9624 -2.9608  0.395
H: -2.2745 -2.2509 -4.4816  0.403
H: -2.9645 -1.2138 -3.1912  0.344
Cl: 3.3874 -1.5504 -0.5796  -0.122
C: 2.9712 -1.9531 1.0917  0.093
Cl: 3.4730 -0.7137 2.3254  -0.099
C: 1.4684 -2.2014 1.1993  -0.080
O: 1.1942 -2.8761 2.1735  -0.690
O: 0.6084 -1.6078 0.4065  -0.375
H: 3.4953 -2.8702 1.3957  0.438



- Number 2 is which compound?
  C25H42AlCl2CsF5N6O8Si



- Which value of 2S+1 does entry 1 give?
  1